133
Properties=species:S:1:pos:R:3:mulliken_spin:R:1 method="wB97M-V/def2-TZVPD" e_lumo_ev="-0.773 / -5.759" homo_energy_ev="-8.91 / -8.91" orbital_gap_ev="8.14 / 3.15" multiplicity=2
Cl 0.395 -1.464 -0.439 0.00
O 1.684 -1.925 -0.946 0.00
O 0.534 -0.169 0.112 0.00
O -0.579 -1.365 -1.488 0.00
O -0.093 -2.401 0.519 0.00
O -4.057 -2.511 -1.539 0.07
C -4.489 -1.548 -0.929 -0.01
N -3.605 -0.772 -0.304 0.06
C -5.875 -1.087 -0.871 -0.01
H -3.856 -0.145 0.447 0.08
H -2.631 -1.039 -0.278 0.00
H -6.052 -0.278 -1.580 0.00
H -6.336 -0.767 0.064 0.00
H -6.441 -1.936 -1.253 0.00
O -0.018 -4.829 -3.002 0.00
C 1.031 -4.986 -3.591 0.00
N 2.110 -4.349 -3.239 0.00
C 1.136 -5.905 -4.845 0.00
H 2.045 -3.774 -2.411 0.00
H 2.943 -4.670 -3.711 0.00
H 2.175 -6.191 -5.006 0.00
H 0.793 -5.408 -5.753 0.00
H 0.506 -6.759 -4.593 0.00
O -3.351 -4.189 4.526 0.00
C -2.778 -4.029 3.438 0.00
N -2.027 -2.956 3.238 0.00
C -2.958 -5.032 2.374 0.00
H -1.741 -2.480 4.081 0.00
H -1.604 -2.761 2.342 0.00
H -2.085 -5.684 2.336 0.00
H -3.026 -4.654 1.354 0.00
H -3.854 -5.636 2.517 0.00
O -3.367 1.547 -4.417 0.00
C -2.726 0.942 -3.539 0.00
N -2.222 -0.280 -3.814 0.00
C -2.376 1.571 -2.212 0.00
H -2.340 -0.613 -4.760 0.00
H -1.657 -0.799 -3.157 0.00
H -2.335 2.660 -2.222 0.00
H -1.375 1.295 -1.880 0.00
H -3.133 1.305 -1.474 -0.01
C -0.913 6.470 1.590 0.00
C -0.687 5.134 0.843 0.00
N 0.506 5.163 -0.016 0.00
C 0.213 5.858 -1.306 0.00
C 1.513 5.998 -2.205 0.00
C 0.841 3.748 -0.310 0.00
C 1.601 3.158 0.914 0.00
H 0.020 6.565 2.144 0.00
H -1.787 6.393 2.236 0.00
H -1.124 7.339 0.966 0.00
H -0.674 4.355 1.606 0.00
H -1.550 4.937 0.207 0.00
H -0.646 5.326 -1.716 0.00
H -0.181 6.852 -1.098 0.00
H 1.279 6.380 -3.199 0.00
H 2.103 6.775 -1.720 0.00
H 2.065 5.064 -2.301 0.00
H 1.516 3.678 -1.163 0.00
H 0.036 3.134 -0.714 0.00
H 0.993 3.164 1.819 0.00
H 2.427 3.800 1.221 0.00
H 2.010 2.161 0.752 0.00
C -5.605 3.153 1.485 0.08
C -5.096 1.815 0.861 -0.05
N -4.494 0.872 1.774 0.57
C -3.247 1.235 2.461 0.01
C -2.101 1.732 1.571 0.01
C -5.432 0.376 2.722 0.00
C -5.088 -0.944 3.386 0.04
H -6.181 3.783 0.807 0.00
H -4.784 3.703 1.946 0.00
H -6.333 3.068 2.292 0.00
H -5.965 1.358 0.386 0.01
H -4.385 2.087 0.082 0.02
H -3.463 1.932 3.271 0.04
H -2.756 0.371 2.908 0.02
H -1.192 2.110 2.040 0.00
H -1.711 1.013 0.851 -0.01
H -2.452 2.543 0.933 0.00
H -6.478 0.381 2.417 0.00
H -5.445 1.038 3.588 0.06
H -5.968 -1.584 3.444 0.00
H -4.817 -0.790 4.430 0.00
H -4.240 -1.472 2.949 0.00
O 5.237 -7.048 0.152 0.00
C 4.587 -6.026 0.460 0.00
O 3.201 -5.963 0.452 0.00
C 2.708 -4.633 0.516 0.00
C 3.994 -3.771 0.531 0.00
C 5.272 -4.678 0.730 0.00
H 2.096 -4.458 1.401 0.00
H 2.293 -4.454 -0.476 0.00
H 4.028 -3.114 1.400 0.00
H 4.109 -3.227 -0.407 0.00
H 5.587 -4.745 1.771 0.00
H 6.196 -4.477 0.187 0.00
O 2.473 3.536 -5.004 0.00
C 2.205 2.395 -4.630 0.00
O 1.225 2.012 -3.724 0.00
C 1.252 0.674 -3.332 0.00
C 2.064 -0.017 -4.309 0.00
C 2.983 1.093 -4.933 0.00
H 0.215 0.342 -3.297 0.00
H 1.555 0.533 -2.295 0.00
H 1.365 -0.309 -5.092 0.00
H 2.603 -0.837 -3.835 0.00
H 3.159 1.053 -6.008 0.00
H 3.952 1.111 -4.436 0.00
O 3.124 1.589 5.368 0.00
C 2.691 0.577 4.817 0.00
O 3.306 -0.537 4.854 0.00
C 2.782 -1.550 4.128 0.00
C 1.698 -0.880 3.271 0.00
C 1.524 0.598 3.834 0.00
H 2.411 -2.366 4.748 0.00
H 3.519 -2.033 3.486 0.00
H 0.760 -1.435 3.262 0.00
H 1.998 -0.912 2.224 0.00
H 0.610 0.724 4.415 0.00
H 1.588 1.394 3.092 0.00
O 4.776 1.146 2.252 0.00
C 4.937 0.668 1.176 0.00
O 5.837 -0.263 0.923 0.00
C 5.927 -0.532 -0.479 0.00
C 5.203 0.651 -1.134 0.00
C 4.200 0.923 -0.096 0.00
H 5.325 -1.365 -0.842 0.00
H 6.976 -0.681 -0.735 0.00
H 4.730 0.405 -2.084 0.00
H 5.891 1.479 -1.305 0.00
H 3.302 0.306 -0.107 0.00
H 3.826 1.945 -0.142 0.00

=====

60
Properties=species:S:1:pos:R:3:nbo_charge:R:1 method="wB97M-V/def2-TZVPD" e_lumo_ev=-0.834 homo_energy_ev=-6.47 orbital_gap_ev=5.64
C -3.219 -2.184 2.556 -0.63
C -2.847 -3.219 1.340 -0.41
C -3.502 -2.725 -0.050 -0.42
C -2.438 -2.493 -1.240 -0.21
N -1.323 -1.552 -0.900 -0.89
B -1.528 -0.158 -1.479 0.77
O -0.228 0.518 -1.170 -0.76
C -0.297 1.569 -0.177 0.23
N 0.436 1.397 1.122 -0.58
C 0.523 0.115 1.437 0.86
O 0.284 -0.954 2.065 -0.51
C -1.894 1.838 -0.052 0.38
N -2.312 3.237 -0.373 -0.88
C -2.611 1.534 1.404 -0.54
S -4.374 0.983 0.987 0.17
C -5.501 2.488 1.164 -0.52
C -5.648 2.722 2.783 -0.63
O -2.495 0.763 -0.854 -0.75
H -3.444 -2.819 3.499 0.19
H -2.297 -1.531 2.804 0.21
H -4.141 -1.550 2.268 0.23
H -3.381 -4.217 1.612 0.18
H -1.713 -3.398 1.269 0.22
H -4.071 -1.741 0.099 0.22
H -4.297 -3.503 -0.390 0.19
H -3.023 -2.221 -2.191 0.17
H -1.960 -3.537 -1.448 0.16
H -0.477 -1.961 -1.355 0.34
H -1.651 -0.018 -2.657 -0.16
H 0.306 2.433 -0.674 0.15
H -3.218 3.236 -0.890 0.38
H -1.638 3.696 -1.022 0.36
H -2.131 0.592 1.885 0.23
H -2.594 2.450 2.095 0.22
H -5.027 3.381 0.628 0.21
H -6.517 2.168 0.711 0.22
H -6.301 1.832 3.145 0.21
H -4.603 2.643 3.259 0.22
H -6.153 3.741 2.924 0.20
C 5.130 -0.210 0.425 -0.41
N 5.655 0.007 -0.986 -0.20
C 7.150 -0.249 -0.978 -0.40
C 5.407 1.439 -1.397 -0.41
C 5.015 -0.984 -1.975 -0.23
C 3.502 -0.841 -2.144 -0.09
O 2.832 -1.076 -0.920 -0.75
H 5.790 0.318 1.117 0.21
H 4.129 0.210 0.507 0.27
H 5.138 -1.280 0.640 0.24
H 7.619 0.450 -0.285 0.23
H 7.532 -0.093 -1.989 0.23
H 7.322 -1.278 -0.657 0.23
H 4.339 1.649 -1.333 0.25
H 5.766 1.572 -2.419 0.22
H 5.952 2.092 -0.713 0.23
H 5.257 -1.984 -1.603 0.23
H 5.510 -0.833 -2.939 0.23
H 3.156 -1.581 -2.870 0.21
H 3.229 0.150 -2.519 0.18
H 1.874 -1.033 -1.095 0.52

=====

16
Properties=species:S:1:pos:R:3:nbo_charge:R:1 method="wB97M-V/def2-TZVPD" e_lumo_ev="-0.022 / -0.023" homo_energy_ev="-7.06 / -7.06" relative_energy_kj_mol=447.5 orbital_gap_ev="7.04 / 7.04"
C 0.614 -0.662 0.939 0.05
C -0.364 -1.020 -0.034 -0.51
C 2.076 -0.554 0.687 -0.66
C -1.249 0.615 -0.148 0.09
C -1.813 0.965 -1.356 -0.57
O -0.024 1.407 0.274 -0.76
H 0.142 2.036 -0.455 0.48
H 0.338 -0.792 1.979 0.19
H -1.062 -1.800 0.252 0.23
H 0.028 -1.208 -1.029 0.21
H -1.900 0.670 0.719 0.19
H 2.264 -0.270 -0.349 0.22
H 2.520 0.178 1.364 0.22
H 2.560 -1.519 0.880 0.23
H -2.888 0.991 -1.446 0.21
H -1.242 0.962 -2.277 0.19

=====

13
Properties=species:S:1:pos:R:3:nbo_charge:R:1 method="wB97M-V/def2-TZVPD" e_lumo_ev=0.899 homo_energy_ev=-9.12 smiles="N[C@@H](O)/C=C/O" relative_energy_kj_mol=170.6 orbital_gap_ev=10.02
N 1.594 -0.581 -0.370 -0.85
C 0.786 0.022 0.670 0.23
O 1.305 1.297 0.960 -0.72
C -0.680 0.206 0.365 -0.35
C -1.297 -0.253 -0.712 0.16
O -2.610 -0.087 -1.002 -0.67
H 1.490 -0.057 -1.232 0.36
H 1.312 -1.539 -0.538 0.36
H 0.885 -0.628 1.563 0.15
H 2.266 1.220 0.988 0.48
H -1.210 0.790 1.104 0.20
H -0.810 -0.835 -1.481 0.18
H -3.031 0.444 -0.314 0.48